{"formula": "C5H6OS2", "method": "wB97M-V/def2-TZVPD", "symbols": ["O", "C", "S", "C", "C", "C", "C", "S", "H", "H", "H", "H", "H", "H"], "positions_angstrom": [[-0.66, -1.70, 1.46], [-0.21, -0.60, 1.21], [0.86, 0.28, 2.35], [1.04, 1.56, 1.09], [0.42, 1.28, -0.08], [-0.54, 0.16, 0.02], [-0.68, -0.66, -1.18], [0.90, -1.33, -1.79], [1.69, 2.32, 1.47], [0.28, 2.01, -0.87], [-1.58, 0.62, 0.23], [-1.01, -0.17, -2.03], [-1.55, -1.35, -1.00], [1.03, -2.41, -0.87]], "nbo_charge": [-0.546, 0.442, 0.238, -0.306, -0.201, -0.419, -0.504, -0.051, 0.229, 0.225, 0.266, 0.228, 0.245, 0.153], "total_charge": 0, "homo_lumo_gap_ev": 9.375, "total_energy_ev": -28999.0977, "fmax_ev_per_a": 3.80, "de_lowest_kcal_mol": 19.8, "lumo_ev": 0.42}